# 1
{
  "formula": "C8H6NOS",
  "method": "the ωB97M-V functional and the def2-TZVPD basis",
  "species": ["C", "C", "C", "C", "C", "C", "C", "C", "N", "O", "S", "H", "H", "H", "H", "H", "H"],
  "positions_angstrom": [[3.845837, -0.054891, 0.022220], [0.759145, 1.951735, 0.045564], [2.097117, 2.290160, 0.073635], [0.220340, 0.657282, -0.035312], [2.816857, 1.084590, -0.066545], [1.003293, -0.494309, 0.100294], [2.363981, -0.221202, 0.080916], [-0.738091, -2.162085, -0.223333], [5.030416, -0.340031, 0.092649], [0.602658, -1.768689, 0.252759], [6.550173, -0.576351, -0.068156], [0.061089, 2.721875, 0.163970], [2.314313, 3.328040, 0.166101], [-0.770392, 0.558501, -0.236125], [-1.113485, -1.546280, -1.000012], [-1.506071, -2.299564, 0.520818], [-0.647801, -3.196456, -0.513094]],
  "forces_ev_per_a": [[-4.993, 2.152, 0.030], [0.230, -0.961, 0.059], [-0.197, -1.845, -0.439], [2.914, -0.347, 0.344], [1.338, -1.781, 1.272], [-0.898, -1.456, 0.077], [2.900, 2.819, -0.777], [0.725, -0.999, 0.829], [2.797, -0.710, -0.212], [-1.169, 0.453, -0.548], [-1.497, 0.133, 0.211], [-0.991, 1.155, -0.155], [1.047, 0.276, -0.090], [-2.862, -0.270, -0.024], [0.005, 0.572, -0.841], [0.096, 0.947, 1.037], [0.554, -0.139, -0.775]],
  "lumo_ev": [-6.952, -6.935],
  "e_homo_ev": [-13.140, -13.149],
  "e_above_lowest_ev": 1.180,
  "total_charge": 1
}

---

# 2
{
  "formula": "C8H6O4",
  "method": "the ωB97M-V functional and the def2-TZVPD basis",
  "species": ["O", "C", "C", "C", "C", "C", "O", "C", "O", "C", "C", "O", "H", "H", "H", "H", "H", "H"],
  "positions_angstrom": [[3.364859, -1.478065, -0.042466], [2.671465, -0.428022, -0.016436], [1.119595, -0.393823, -0.074969], [0.482414, -1.619265, -0.025025], [-0.961136, -1.689183, -0.089699], [-1.652315, -0.485266, -0.037549], [-3.055592, -0.514203, 0.200832], [-1.025177, 0.790347, -0.088594], [-1.755517, 1.957330, -0.237736], [0.383288, 0.804994, 0.012670], [1.036904, 2.166500, 0.033067], [2.264821, 2.303002, 0.190248], [3.258250, 0.469523, -0.092119], [1.051332, -2.560720, -0.051515], [-1.535852, -2.655059, 0.147614], [-3.355792, -1.387133, 0.289707], [-2.724354, 1.678643, 0.025700], [0.432808, 3.040392, -0.143727]],
  "forces_ev_per_a": [[-2.781, 2.291, 0.353], [1.541, -3.086, -0.987], [1.513, -0.585, 1.272], [-1.773, -0.855, -1.116], [1.154, 0.014, 1.620], [-1.656, -0.671, 0.511], [2.178, 2.829, -0.853], [0.381, -0.544, -0.105], [-2.176, -2.101, 1.359], [-0.790, 1.328, -0.963], [3.185, -1.053, 0.181], [-2.815, 0.135, -0.171], [-0.376, 0.717, 0.217], [-0.112, 0.693, 0.139], [1.080, 1.480, -0.766], [-0.470, -1.917, 0.130], [2.518, 0.960, -0.837], [-0.600, 0.365, 0.015]],
  "lumo_ev": -0.691,
  "e_homo_ev": -9.278,
  "e_above_lowest_ev": 2.120,
  "smiles": "O=Cc1ccc(O)c(O)c1C=O",
  "total_charge": 0
}

---

# 3
{
  "formula": "C8H73ClN3O29",
  "method": "the ωB97M-V functional and the def2-TZVPD basis",
  "species": ["C", "C", "C", "Cl", "N", "C", "N", "C", "C", "C", "N", "C", "H", "H", "H", "H", "H", "H", "H", "H", "H", "H", "H", "H", "H", "H", "H", "O", "H", "H", "O", "H", "H", "O", "H", "H", "O", "H", "H", "O", "H", "H", "O", "H", "H", "O", "H", "H", "O", "H", "H", "O", "H", "H", "O", "H", "H", "O", "H", "H", "O", "H", "H", "O", "H", "H", "O", "H", "H", "O", "H", "H", "O", "H", "H", "O", "H", "H", "O", "H", "H", "O", "H", "H", "O", "H", "H", "O", "H", "H", "O", "H", "H", "O", "H", "H", "O", "H", "H", "O", "H", "H", "O", "H", "H", "O", "H", "H", "O", "H", "H", "O", "H", "H"],
  "positions_angstrom": [[4.175999, 0.640480, 2.764367], [4.228661, -0.817479, 2.121373], [2.947774, -1.122015, 1.211101], [3.006659, 0.077216, -0.177351], [1.651209, -0.964960, 1.917537], [1.316492, -1.016973, 3.248936], [-0.067933, -0.782932, 3.343904], [-0.606979, -0.569492, 2.040547], [-2.088734, -0.218837, 1.574391], [-2.179949, 1.085987, 0.663305], [-1.447162, 1.014411, -0.624180], [0.516480, -0.693973, 1.112251], [4.894427, 0.660956, 3.641274], [3.169379, 0.927974, 3.189817], [4.441948, 1.451469, 2.018306], [4.415718, -1.649014, 2.859339], [5.106435, -0.820887, 1.405430], [2.991973, -2.169313, 0.794695], [2.016547, -1.207100, 4.099055], [-0.569122, -0.747369, 4.236219], [-2.651509, 0.015519, 2.536736], [-2.596703, -1.140432, 1.111985], [-1.708580, 1.933090, 1.251261], [-3.271496, 1.310187, 0.476702], [-0.472300, 1.325372, -0.497303], [-1.392438, 0.061823, -0.998486], [0.401250, -0.584859, 0.012372], [-3.828583, -2.187595, -0.681560], [-4.251512, -3.057483, -0.752718], [-3.492477, -2.019245, -1.570047], [-1.308695, 3.784658, -2.167279], [-1.239881, 3.338216, -3.022166], [-1.975246, 3.271371, -1.690469], [-0.490947, -4.293190, 3.085479], [-0.517706, -3.359255, 2.849802], [-1.007679, -4.340899, 3.903545], [-2.172840, 6.502764, -2.525884], [-1.542799, 6.979685, -3.078186], [-1.639544, 5.818934, -2.094495], [6.809227, -2.088819, 2.964504], [7.458386, -1.604431, 2.438858], [7.327781, -2.772265, 3.406138], [-3.968475, 8.270523, -0.901763], [-4.732623, 8.752522, -1.237893], [-3.651916, 7.766261, -1.664608], [-2.945031, 2.660776, -4.482962], [-3.755654, 2.638508, -3.956352], [-3.196086, 3.150932, -5.276707], [-3.358156, 0.742151, -6.828927], [-3.276576, 1.409221, -6.134841], [-2.582887, 0.883574, -7.385123], [1.022888, 3.047929, -0.496838], [0.286962, 3.478060, -0.958880], [1.707907, 3.725153, -0.461229], [0.427774, 1.839032, 5.658569], [-0.330421, 2.313131, 5.288742], [0.778130, 1.339847, 4.911506], [7.476115, 0.860001, 2.863215], [7.450737, 1.800816, 2.630778], [6.959828, 0.804648, 3.675420], [6.762561, 0.779031, -0.117826], [6.354844, -0.077774, -0.287880], [7.034009, 0.724507, 0.805800], [-6.103955, -3.488775, -1.784219], [-6.941039, -3.515509, -1.298074], [-6.313904, -2.984574, -2.582525], [-2.882503, -4.733578, 4.467463], [-2.779976, -5.170952, 3.612500], [-3.560159, -5.250581, 4.916335], [-4.502657, 3.167594, 0.516110], [-4.517413, 4.104556, 0.283349], [-5.027694, 3.120132, 1.323899], [-7.565154, -1.966009, 0.231957], [-8.119786, -2.065973, 1.014339], [-6.695203, -2.268627, 0.522974], [8.096387, 3.082412, -1.405196], [8.194765, 2.650624, -2.263720], [7.421928, 2.558047, -0.955151], [0.792766, -2.567521, 5.834748], [-0.027294, -2.608300, 6.343291], [0.558232, -2.072600, 5.042594], [-7.729419, -3.132954, -4.235908], [-7.619292, -3.563969, -5.091467], [-8.419902, -3.648861, -3.801399], [-4.594904, 0.090075, -2.663573], [-5.282314, -0.516548, -2.357460], [-3.930289, 0.060189, -1.963494], [-1.866525, -0.284281, -3.756694], [-2.680073, -0.287070, -3.234383], [-2.113914, 0.194959, -4.557115], [-3.519258, -7.110039, 3.043177], [-3.415954, -7.545527, 2.187925], [-4.198879, -7.629741, 3.489560], [-4.657349, -4.209630, 1.883569], [-4.000329, -3.728718, 1.365157], [-4.144475, -4.895650, 2.326213], [9.627968, 2.434061, 2.494847], [9.223146, 1.559328, 2.432136], [9.952211, 2.607122, 1.601513], [8.455437, 1.826891, -4.364599], [8.046076, 0.952644, -4.423342], [8.770454, 1.996607, -5.258516], [6.764219, -0.423311, -5.908406], [6.008805, 0.048264, -6.268336], [7.106008, -0.918044, -6.658153], [-8.941439, -4.880216, -0.432458], [-9.686953, -4.515021, 0.058075], [-8.412226, -5.323102, 0.241470], [0.429666, 4.244874, 4.468767], [1.074381, 4.731656, 3.942222], [0.954953, 3.567123, 4.918639], [6.662214, 0.107381, -8.301915], [5.943682, 0.535811, -8.783317], [7.347457, 0.785177, -8.254762]],
  "forces_ev_per_a": [[0.102, -0.161, 0.374], [-0.474, 0.600, -0.613], [2.051, -0.056, 0.535], [-0.169, -0.921, 0.822], [-1.714, 0.479, -0.175], [-1.037, 0.468, -1.654], [1.862, -0.024, -1.997], [1.716, -0.115, -2.420], [0.216, -0.289, 1.603], [0.477, -0.364, 0.486], [0.321, -0.232, 0.637], [-2.943, -0.027, 3.860], [-0.855, 0.071, -1.144], [0.938, -0.463, -0.481], [-0.181, -1.140, 0.861], [-0.367, 0.970, -0.690], [-1.111, -0.250, 0.934], [-0.123, 1.261, 0.320], [-0.766, 0.223, -1.029], [0.109, 0.161, -0.590], [0.457, -0.351, -1.162], [0.921, 1.372, 0.476], [-0.833, -0.815, -0.670], [1.324, -0.286, 0.346], [-0.664, -0.003, -0.178], [-0.319, 0.453, -0.010], [0.862, -0.278, 1.292], [0.473, -0.013, 0.283], [-0.379, 0.250, -0.350], [-0.056, -0.256, 0.013], [0.173, -0.012, 0.293], [-0.159, 0.053, 0.011], [0.136, -0.130, -0.046], [0.010, 0.302, -0.015], [-0.050, -0.148, -0.108], [0.084, -0.117, 0.054], [0.202, 0.196, -0.060], [-0.130, 0.038, 0.064], [-0.265, -0.140, -0.190], [0.235, -0.103, 0.004], [-0.048, 0.064, 0.131], [-0.088, 0.038, -0.025], [-0.252, 0.003, -0.249], [0.074, 0.001, 0.136], [0.263, -0.094, 0.166], [-0.188, -0.040, -0.310], [0.067, -0.113, 0.026], [0.079, 0.287, 0.226], [0.236, 0.153, 0.035], [-0.051, -0.215, 0.062], [-0.118, -0.089, -0.026], [0.029, 0.105, 0.117], [-0.136, -0.068, -0.251], [-0.007, -0.149, 0.039], [-0.111, -0.430, -0.152], [-0.034, -0.019, 0.113], [0.024, 0.120, 0.062], [-0.441, 0.121, -0.247], [0.098, 0.059, 0.194], [0.166, -0.201, -0.028], [-0.212, -0.232, 0.165], [0.047, 0.139, -0.241], [0.071, -0.008, 0.154], [0.061, 0.028, 0.115], [-0.010, 0.008, -0.039], [-0.128, -0.302, -0.100], [0.043, 0.229, -0.008], [0.031, -0.254, 0.297], [0.143, 0.052, 0.025], [-0.102, 0.256, 0.100], [-0.003, -0.075, -0.024], [0.008, -0.003, -0.105], [0.092, -0.048, 0.262], [0.000, 0.051, -0.114], [-0.016, 0.071, -0.081], [-0.122, -0.017, 0.084], [0.093, 0.078, -0.090], [0.139, -0.053, -0.134], [-0.185, 0.336, -0.114], [0.148, -0.108, 0.102], [-0.047, -0.618, 0.381], [-0.121, -0.102, -0.053], [0.075, 0.109, 0.065], [0.077, 0.068, 0.032], [0.270, -0.118, 0.108], [-0.007, 0.078, -0.001], [-0.404, 0.312, 0.289], [0.105, -0.085, 0.292], [0.052, 0.047, -0.605], [-0.047, -0.091, 0.048], [-0.176, -0.106, -0.233], [0.068, 0.058, 0.065], [0.067, 0.068, 0.003], [0.165, 0.126, -0.239], [-0.077, 0.026, 0.066], [-0.277, -0.089, -0.033], [-0.095, -0.061, -0.408], [0.453, 0.019, 0.199], [0.031, 0.144, 0.108], [-0.059, -0.148, 0.070], [-0.053, 0.046, -0.166], [-0.005, 0.037, 0.140], [0.206, -0.227, 1.292], [0.181, -0.098, -0.077], [-0.185, 0.075, 0.057], [0.034, -0.011, 0.181], [0.038, 0.000, -0.134], [-0.010, -0.009, -0.128], [0.365, -0.052, -0.219], [-0.225, 0.116, 0.012], [-0.010, 0.292, 0.119], [-0.195, 0.578, -1.060], [0.096, -0.171, -0.134], [-0.023, -0.095, 0.006]],
  "lumo_ev": -3.127,
  "e_homo_ev": -11.886,
  "total_charge": 1
}

---

# 4
{
  "formula": "C8H7BO2",
  "method": "the ωB97M-V functional and the def2-TZVPD basis",
  "species": ["B", "C", "C", "C", "C", "C", "C", "C", "C", "O", "O", "H", "H", "H", "H", "H", "H", "H"],
  "positions_angstrom": [[-3.020840, 0.201398, -0.115091], [1.992867, -0.765006, -0.480818], [2.121669, 0.561825, -0.199453], [0.768238, -1.494917, -0.434192], [-0.132491, 0.510305, 0.474485], [0.918585, 1.276515, 0.152622], [-0.331626, -0.834464, 0.208234], [0.812295, 2.635827, 0.316386], [-1.683945, -1.586446, 0.461099], [-3.365642, 1.233519, -0.628808], [-2.822091, -0.849273, 0.622147], [2.908731, -1.308105, -0.744228], [3.124229, 1.063382, -0.224963], [0.726530, -2.525307, -0.901430], [-0.031970, 3.098785, 0.586633], [1.652594, 3.199913, 0.218709], [-1.853041, -2.067057, -0.510251], [-1.784090, -2.350901, 1.198925]],
  "forces_ev_per_a": [[-0.594, 0.940, 0.418], [0.285, -1.544, -0.453], [0.004, 0.846, 0.153], [0.140, 0.347, 0.301], [-2.393, -3.181, -0.327], [1.905, 0.658, 0.172], [-0.304, -0.292, 0.493], [1.597, -1.554, -0.558], [1.877, -1.105, -2.541], [-0.132, 0.760, -0.833], [-1.124, 1.131, 1.023], [-0.467, 0.122, -0.133], [-1.203, -0.422, -0.052], [-0.150, 1.315, 0.915], [-3.140, 1.402, 0.930], [2.254, 1.682, -0.368], [0.436, -0.670, 0.103], [1.009, -0.434, 0.755]],
  "lumo_ev": [-1.025, -1.019],
  "e_homo_ev": [-7.646, -9.480],
  "e_above_lowest_ev": 4.026,
  "total_charge": 0
}

---

# 5
{
  "formula": "C8H7Br6NO2",
  "method": "the ωB97M-V functional and the def2-TZVPD basis",
  "species": ["C", "C", "C", "C", "C", "C", "N", "O", "O", "H", "H", "H", "H", "H", "C", "Br", "Br", "Br", "H", "C", "Br", "Br", "Br", "H"],
  "positions_angstrom": [[1.456785, -0.099976, -0.084475], [1.039558, -0.120855, 1.262163], [1.188422, 1.029107, 2.000202], [1.749131, 2.179335, 1.432116], [2.181222, 2.170378, 0.125735], [1.988264, 1.028643, -0.650615], [1.968919, 3.300780, 2.319243], [1.344758, 3.397937, 3.346063], [2.816102, 4.100830, 1.962080], [1.335782, -0.994158, -0.681812], [0.695548, -1.063278, 1.660661], [0.893211, 1.052029, 3.041965], [2.620669, 3.068718, -0.288755], [2.367915, 1.003563, -1.663171], [-0.549141, -3.693376, -1.983541], [-0.049441, -5.330851, -2.944089], [-0.123896, -2.147959, -3.083243], [0.455105, -3.586149, -0.314475], [-1.607092, -3.741246, -1.774070], [-4.301520, -0.160486, -0.757036], [-5.740437, -0.352052, 0.602929], [-5.011155, -0.256659, -2.510146], [-2.970110, -1.543472, -0.380314], [-3.748588, 0.759190, -0.637413]],
  "forces_ev_per_a": [[-0.612, -0.614, 0.566], [0.672, 0.137, -1.326], [-0.207, 0.207, 0.616], [-0.509, -1.785, 0.211], [-0.075, 0.610, -0.315], [0.595, 0.486, 0.184], [0.793, 0.990, -0.473], [-0.479, -0.312, 0.398], [0.044, 0.129, -0.086], [0.088, 0.067, 0.023], [-0.241, 0.159, 0.288], [0.042, 0.078, -0.050], [0.082, -0.096, 0.019], [-0.179, 0.087, -0.065], [1.116, -0.277, -0.378], [-0.308, 0.496, 0.352], [-0.343, -0.307, 0.222], [-0.496, -0.200, -0.263], [-0.028, 0.137, 0.009], [-0.176, -0.811, 0.970], [0.739, 0.405, -0.694], [0.003, -0.012, -0.217], [-0.162, 0.218, -0.159], [-0.360, 0.207, 0.168]],
  "lumo_ev": -0.496,
  "e_homo_ev": -10.164,
  "e_above_lowest_ev": 0.269,
  "total_charge": 0
}